119
Properties=species:S:1:pos:R:3 method="wB97M-V/def2-TZVPD" de_lowest_ev=0.745 homo_lumo_gap_ha=0.2049 fmax_ev_per_a=1.9
Sr 0.2355 0.4776 1.3183
I -3.5738 0.1074 3.4785
C -3.0208 1.7367 4.7200
I -1.1233 2.5677 4.2763
H -2.9935 1.3551 5.7329
H -3.7813 2.5014 4.6208
C 3.5279 -0.8917 -2.5497
O 2.6951 -1.4327 -1.5225
C 1.6308 -0.7768 -1.0969
O 1.0200 -1.1845 -0.1270
N 1.2323 0.3147 -1.8418
N 0.3566 1.2123 -1.1816
H 4.3371 -1.6040 -2.6692
H 3.9346 0.0701 -2.2317
H 2.9824 -0.8119 -3.4912
H 1.9861 0.7746 -2.3339
H -0.1196 1.7656 -1.8846
H 0.9334 1.8715 -0.6472
I 0.7106 4.4215 0.6653
I -0.4805 6.4971 -0.5385
I 2.3805 -1.5223 3.4938
C 0.2485 -0.9793 3.5297
H 0.1710 -0.4816 4.5016
H -0.2350 -1.9531 3.6662
O 2.9158 1.2693 0.1662
C 3.0055 1.8821 1.2374
N 4.1442 2.2590 1.8525
C 3.8864 2.8855 3.1407
C 2.3370 2.8965 3.0947
O 1.6260 3.4002 3.9447
N 1.9001 2.2839 1.9573
C 4.4657 4.2973 3.2207
C 5.5761 4.6386 2.4555
C 6.1485 5.8974 2.5585
C 5.6147 6.8347 3.4294
C 4.5103 6.4987 4.1973
C 3.9405 5.2377 4.1001
C 4.4256 2.0317 4.2922
C 3.6774 1.7511 5.4265
C 4.2149 0.9694 6.4407
C 5.5001 0.4667 6.3360
C 6.2575 0.7567 5.2094
C 5.7234 1.5379 4.1995
H 5.0349 1.9185 1.5388
H 6.0019 3.9299 1.7577
H 7.0104 6.1452 1.9529
H 6.0564 7.8192 3.5086
H 4.0842 7.2214 4.8808
H 3.0836 4.9817 4.7066
H 2.6693 2.1280 5.5195
H 3.6119 0.7419 7.3096
H 5.9106 -0.1510 7.1235
H 7.2652 0.3738 5.1166
H 6.3376 1.7652 3.3356
C -4.4870 -5.4177 -1.5489
C -3.1896 -5.3680 -2.3614
C -3.2513 -6.5224 -3.3776
C -1.9971 -5.6437 -1.4386
C -3.0604 -4.0052 -3.1280
O -4.0357 -3.9839 -4.1870
C -1.6798 -3.8078 -3.7828
C -0.5277 -3.1776 -2.9833
C 0.7876 -3.4560 -3.6654
C 1.7425 -4.2721 -3.0698
C 2.9389 -4.5634 -3.7096
C 3.1815 -4.0282 -4.9623
Cl 4.6859 -4.3703 -5.7659
C 2.2498 -3.2104 -5.5812
C 1.0604 -2.9305 -4.9265
C -3.5487 -2.7506 -2.3725
N -2.8553 -2.2903 -1.1825
C -2.2074 -1.1316 -1.0208
N -1.8628 -0.9659 0.2355
C -2.3293 -2.0944 0.8291
N -2.9585 -2.9102 0.0142
H -4.6429 -6.4338 -1.1818
H -5.3444 -5.1550 -2.1714
H -4.4507 -4.7557 -0.6869
H -3.1831 -7.4679 -2.8387
H -2.4277 -6.5084 -4.0945
H -4.1968 -6.5370 -3.9219
H -2.1763 -6.5794 -0.9062
H -1.8605 -4.8671 -0.6888
H -1.0706 -5.7667 -2.0024
H -3.8436 -4.7078 -4.7917
H -1.8527 -3.1963 -4.6724
H -1.3392 -4.7786 -4.1499
H -0.4875 -3.5538 -1.9624
H -0.6669 -2.0966 -2.9113
H 1.5582 -4.6760 -2.0818
H 3.6793 -5.1944 -3.2384
H 2.4575 -2.8012 -6.5600
H 0.3317 -2.2908 -5.4109
H -4.5967 -2.8957 -2.1175
H -3.5026 -1.9276 -3.0875
H -2.0340 -0.4353 -1.8241
H -2.1985 -2.3075 1.8775
C -4.3033 5.0327 0.6650
C -3.2858 3.9523 1.0150
P -3.1198 2.5029 -0.1202
C -4.8947 1.9572 -0.1704
C -5.1148 0.5089 -0.6008
C -2.9692 3.3566 -1.7557
C -2.8865 2.3927 -2.9367
H -4.3455 5.7854 1.4537
H -5.3079 4.6251 0.5462
H -4.0366 5.5492 -0.2571
H -3.5103 3.5184 1.9945
H -2.2913 4.3908 1.1185
H -5.4649 2.6383 -0.8087
H -5.2772 2.0863 0.8448
H -4.7377 0.3189 -1.6074
H -6.1768 0.2592 -0.5973
H -4.6061 -0.1795 0.0765
H -2.0651 3.9717 -1.7030
H -3.8048 4.0441 -1.9068
H -2.0519 1.6941 -2.8335
H -2.7538 2.9285 -3.8775
H -3.7947 1.7952 -3.0280